Entry from OMol25: the ion O6S2 with charge -2 in a non-equilibrium geometry (ωB97M-V/def2-TZVPD).

```
! wB97M-V def2-TZVPD RIJCOSX def2/J DEFGRID3
* xyz -2 1
O 2.328 0.447 0.633
O -1.304 -1.069 -0.650
O 1.933 -0.703 -1.408
O -0.897 -0.251 1.603
O -2.267 1.047 0.076
O 0.063 0.816 -0.406
S 1.336 -0.394 -0.082
S -1.191 0.107 0.234
*
```

Computed properties:
LUMO, hartree: 0.24443
Maximum force, eV/A: 2.9
Calculated total energy, eV: -33955.521
Relative energy (zero: lowest compared OMol25 entry of this formula, charge and spin), kcal per mole: 0.5
HOMO-LUMO gap, hartree: 0.261

***

Entry from OMol25: a cluster of 2 separate species, S2 in total in a non-equilibrium geometry (ωB97M-V/def2-TZVPD).

```
! wB97M-V def2-TZVPD RIJCOSX def2/J DEFGRID3
* xyz 0 1
S 0.578 1.456 -0.131
S -0.578 -1.456 0.131
*
```

Computed properties:
LUMO, hartree: -0.18251
Maximum force, eV/A: 3.9
Calculated total energy, eV: -21662.969
Relative energy (zero: lowest compared OMol25 entry of this formula, charge and spin), kcal per mole: 139.0
HOMO-LUMO gap, hartree: 0.176

***

Question: Look up the maximum force of the second one.
Answer: 3.9 eV/A

***

Question: Number 1 is which compound?
Answer: O6S2